177
Properties=species:S:1:pos:R:3:forces:R:3 method="wB97M-V/def2-TZVPD" orbital_gap_ev=9.116 e_homo_ha=-0.3126 max_force_ev_per_a=2.6 relative_energy_kj_mol=0.0 smiles=COCCNCCOC.COCCNCCOC.COCCNCCOC.COCCNCCOC.COCCNCCOC.COCCNCCOC.COCCNCCOC.CCO e_lumo_ev=0.609
C 7.390148 -7.737257 -2.460919 1.1 2.1 0.1
O 7.060905 -6.373671 -2.763531 -0.1 0.4 0.8
C 7.608641 -5.454361 -1.777574 -1.2 0.3 -1.5
C 7.035362 -4.059866 -2.071276 -0.6 -0.1 1.5
N 5.564355 -3.971932 -1.907428 1.4 -1.2 -0.3
C 5.040269 -2.655999 -2.233088 -0.3 0.2 1.3
C 3.528240 -2.668259 -1.927140 1.0 0.5 0.3
O 3.003114 -3.592492 -2.802450 -1.2 -0.6 -0.3
C 1.684028 -3.980464 -2.431008 0.5 0.4 -0.9
H 6.933837 -8.353174 -3.192396 -0.8 -0.6 -0.4
H 7.124779 -7.932121 -1.418528 0.0 -0.5 -0.2
H 8.468893 -7.793122 -2.643582 0.1 -0.5 0.5
H 8.699136 -5.447559 -1.869669 0.0 0.0 0.3
H 7.261957 -5.714476 -0.790729 0.1 -0.5 0.6
H 7.392456 -3.739376 -3.015251 0.2 0.4 -1.4
H 7.416217 -3.346538 -1.339995 0.5 -0.1 0.1
H 5.212028 -4.728003 -2.503256 -0.5 0.7 0.2
H 5.267563 -2.360537 -3.249240 -0.4 0.1 -0.6
H 5.552064 -1.880437 -1.615222 -0.3 -0.6 -0.1
H 3.048540 -1.681178 -2.011442 0.2 0.0 -0.2
H 3.297537 -3.028796 -0.915494 0.5 0.2 0.2
H 1.475869 -4.719224 -3.190643 -0.7 -0.3 0.1
H 0.990096 -3.134929 -2.478742 0.0 0.0 -0.3
H 1.602337 -4.366928 -1.419244 0.3 -0.4 0.3
C -5.090258 1.848250 -5.548802 1.0 0.7 -0.9
O -4.273930 1.147092 -4.651853 -0.9 0.0 0.8
C -2.885157 1.319335 -4.793665 -0.1 0.4 -0.5
C -2.177636 0.613340 -3.669958 -0.4 -0.3 0.0
N -1.916043 -0.772289 -3.990509 -1.2 0.2 -0.8
C -3.141714 -1.536211 -4.255601 -0.5 0.4 0.5
C -2.834582 -2.974423 -4.072369 -0.2 -1.6 0.0
O -2.625592 -3.277427 -2.681487 0.5 0.2 -0.5
C -2.401477 -4.654727 -2.472157 -0.6 -0.7 -0.1
H -4.993534 2.948476 -5.430378 -0.1 -0.4 0.1
H -6.115506 1.554551 -5.433627 -0.4 -0.2 0.4
H -4.823537 1.629020 -6.599538 0.1 0.0 0.2
H -2.594656 2.366180 -4.803341 -0.2 0.5 0.1
H -2.647582 0.940178 -5.778391 0.7 -0.4 -0.4
H -2.814458 0.730736 -2.777743 0.2 -0.1 -0.1
H -1.212980 1.042855 -3.447072 0.3 0.5 0.0
H -1.423559 -1.157992 -3.224949 0.4 -0.8 0.8
H -3.513185 -1.312106 -5.264967 0.3 -0.3 0.1
H -4.034832 -1.319276 -3.618529 0.8 0.3 0.1
H -1.941280 -3.222761 -4.677965 -0.2 -0.2 0.3
H -3.673002 -3.640325 -4.356276 0.2 0.4 -0.4
H -2.314179 -4.777846 -1.377125 0.2 -0.1 -0.6
H -1.516814 -5.058278 -3.032774 -0.4 0.5 0.6
H -3.280100 -5.284302 -2.816409 0.7 0.7 0.3
C 0.470720 2.928351 -0.392141 -0.5 -0.8 -0.8
O 0.736764 4.260921 -0.699474 0.9 -0.2 -0.4
C 0.069013 5.215968 0.047751 0.4 0.3 1.3
C 0.621501 6.572987 -0.372040 0.7 0.3 -0.6
N -0.203580 7.651588 0.098988 -1.2 -0.6 0.0
C 0.352838 8.940881 0.332780 0.6 0.8 0.4
C -0.766327 9.895524 0.695785 0.3 0.0 1.3
O -1.233332 9.487546 2.011656 -0.2 0.4 -1.6
C -2.213179 10.386861 2.447635 -0.6 -0.4 0.6
H -0.602768 2.724594 -0.528579 0.0 0.0 0.2
H 0.771860 2.553802 0.605686 0.1 0.5 -0.2
H 0.976935 2.329468 -1.165011 0.0 0.1 0.4
H 0.319844 5.099734 1.143219 -0.6 0.0 -0.7
H -1.019154 5.122204 -0.098157 0.1 0.2 0.1
H 0.733382 6.603199 -1.474283 -0.1 -0.2 0.2
H 1.652669 6.698047 0.004457 -0.4 -0.2 0.1
H -0.956928 7.784991 -0.565755 -0.2 -0.2 0.2
H 0.877758 9.323872 -0.549713 0.2 0.2 -0.1
H 1.060891 8.927555 1.189000 -0.3 -0.1 -0.5
H -1.543556 9.937904 -0.080590 -0.3 -0.5 0.3
H -0.450825 10.944628 0.780369 0.4 -0.1 0.0
H -2.636746 10.004346 3.374508 0.2 0.0 0.2
H -3.078693 10.450934 1.778244 0.2 0.2 -0.3
H -1.781789 11.364453 2.637267 0.0 0.4 -0.1
C -10.204786 -5.741880 -2.476553 1.0 0.1 -0.2
O -9.078030 -4.867524 -2.639040 -0.6 -1.2 -0.2
C -9.453961 -3.537446 -2.540252 0.6 1.1 0.6
C -8.167198 -2.697660 -2.650645 -1.7 0.2 0.6
N -7.392110 -2.700272 -1.405597 -0.5 -0.2 -0.3
C -6.163464 -1.923528 -1.533841 -0.3 -0.1 0.2
C -5.190493 -2.078367 -0.394029 0.4 0.3 0.8
O -4.855462 -3.427219 -0.225278 -0.2 -1.3 -1.2
C -3.917009 -3.632295 0.784095 -0.6 0.4 0.3
H -9.823576 -6.749870 -2.688646 -0.3 0.3 0.0
H -10.989249 -5.445895 -3.183507 0.0 -0.2 0.1
H -10.574767 -5.706869 -1.445390 -0.1 0.1 -0.1
H -9.994488 -3.388561 -1.606879 0.2 0.3 0.5
H -10.161218 -3.189474 -3.295965 0.0 -0.4 -0.6
H -8.519728 -1.677617 -2.916690 0.6 -0.3 0.3
H -7.692979 -3.145283 -3.518309 0.7 0.1 -0.3
H -7.199736 -3.682816 -1.173022 0.2 0.7 -0.1
H -6.382144 -0.854207 -1.713462 -0.1 -0.4 0.3
H -5.625806 -2.263367 -2.399722 0.5 -0.1 -0.8
H -5.514615 -1.783255 0.613082 -0.6 0.6 -0.2
H -4.299344 -1.464369 -0.613480 0.0 -0.2 -0.1
H -4.240928 -2.969982 1.581313 0.4 0.0 0.8
H -2.931621 -3.332714 0.457469 0.6 0.1 -0.1
H -3.920288 -4.665598 1.145132 -0.1 0.1 -0.3
C -4.175889 3.455215 5.790432 -1.2 0.2 -1.1
O -3.375379 2.437643 5.238290 -1.2 -0.9 1.0
C -2.241814 2.944999 4.662001 0.5 2.3 0.0
C -1.399212 1.867731 4.114780 0.1 -1.8 0.2
N -2.033890 1.064181 3.093173 -1.0 -0.1 -2.4
C -2.152562 1.745373 1.713958 1.4 -1.5 1.2
C -2.860483 0.807927 0.730284 -0.9 0.8 -0.2
O -2.917950 1.330480 -0.619169 1.1 -1.5 1.4
C -3.677708 2.478641 -0.762810 -0.2 0.4 -0.3
H -4.179298 4.285900 5.040790 -0.5 -0.4 0.5
H -3.824212 3.892344 6.719525 0.4 -0.2 0.3
H -5.204464 3.036809 5.949140 0.9 0.5 -0.2
H -1.694335 3.534366 5.434043 0.1 -0.1 -0.5
H -2.545967 3.658918 3.845977 0.4 -0.3 0.5
H -1.149967 1.132416 4.931853 0.2 0.9 -0.6
H -0.519222 2.293367 3.648707 0.5 0.0 0.3
H -2.978906 0.752437 3.374286 0.7 0.4 0.0
H -1.130040 1.918651 1.296777 -0.7 -0.1 0.7
H -2.636208 2.704709 1.829577 -0.4 0.3 -0.3
H -3.906364 0.700632 1.051199 0.0 -0.2 0.1
H -2.435937 -0.204711 0.700551 0.2 0.5 -0.1
H -3.095287 3.379816 -0.553853 0.0 0.2 0.0
H -4.538455 2.462162 -0.078675 -0.2 0.1 -0.4
H -3.941776 2.465815 -1.827991 -0.5 0.4 0.3
C -2.338962 -2.685893 3.951528 0.8 0.0 1.0
O -1.532855 -3.150916 5.031811 -0.8 -1.0 -0.5
C -0.659931 -2.234404 5.582891 1.2 0.9 1.0
C 0.409541 -1.669018 4.607709 -2.5 0.2 0.1
N 1.459505 -2.585073 4.351121 0.7 0.0 0.2
C 1.187909 -3.628216 3.415621 -0.1 -0.9 -0.1
C 2.421228 -4.210849 2.778233 0.9 1.0 0.1
O 3.031874 -3.171738 1.959958 0.3 -1.1 0.3
C 4.324685 -3.587538 1.489352 -0.2 0.3 0.7
H -1.734524 -2.636017 3.060035 0.0 -0.1 -0.6
H -2.668261 -1.683748 4.188516 -0.4 0.4 -0.1
H -3.172263 -3.368503 3.842097 -0.1 -0.1 0.0
H -0.128042 -2.781142 6.398266 -0.3 0.4 -0.5
H -1.203751 -1.376032 6.061868 0.2 -0.4 -0.4
H 0.854535 -0.813842 5.083011 0.0 0.6 0.2
H -0.199592 -1.301991 3.707319 1.1 -0.3 0.6
H 2.251305 -2.047379 4.077263 0.8 0.1 -0.4
H 0.489075 -3.311925 2.646381 -0.2 0.2 -0.5
H 0.704950 -4.437153 3.946803 -0.3 -0.4 0.1
H 2.179339 -5.106418 2.194944 0.0 0.2 -0.2
H 3.179294 -4.502456 3.533370 -0.4 0.1 -0.1
H 5.094598 -3.665295 2.278667 -0.5 0.0 0.2
H 4.651988 -2.810659 0.830613 0.2 0.3 -0.6
H 4.284493 -4.544424 0.979341 -0.1 -0.1 -0.3
C 3.749173 1.010950 3.271950 0.8 -0.2 -0.5
O 5.083503 1.318277 2.784811 -1.3 -0.3 1.9
C 5.233858 1.175206 1.411589 -0.3 -0.4 -1.1
C 6.661249 1.606505 1.145246 -0.4 0.0 0.2
N 6.862127 2.951205 1.636133 0.4 0.4 0.7
C 8.278678 3.260279 1.402686 -0.6 -0.7 -1.0
C 8.338810 3.905358 0.031434 0.7 0.7 -0.2
O 9.682122 4.259034 -0.270263 0.8 0.2 -0.6
C 9.857773 4.846789 -1.580785 -0.4 -0.8 0.4
H 3.692843 1.156595 4.362941 0.3 0.4 -0.6
H 3.464879 -0.051725 3.109691 0.3 0.4 -0.3
H 3.063606 1.649018 2.711446 -0.3 -0.1 0.3
H 4.508458 1.844758 0.862342 0.5 -0.8 0.3
H 5.103914 0.087052 1.158556 -0.1 0.9 -0.3
H 6.971804 1.587860 0.087524 -0.5 -0.3 0.3
H 7.315682 0.948454 1.717282 0.2 -0.6 -0.1
H 6.562925 3.026385 2.625317 0.5 -0.2 -1.0
H 8.888745 2.342373 1.341964 -0.1 0.1 0.2
H 8.730340 3.836072 2.164482 0.2 1.0 0.8
H 7.733722 4.812850 -0.003150 -0.3 0.0 0.1
H 7.940686 3.203238 -0.709753 0.0 0.1 -0.1
H 10.896130 5.242873 -1.733685 -0.9 -0.6 0.5
H 9.147039 5.673143 -1.665238 0.1 0.1 -0.3
H 9.604302 4.067036 -2.346583 0.3 0.7 0.4
C -0.002210 -0.808579 -0.989512 0.1 0.9 0.2
C 0.682274 -1.287962 0.274741 -0.8 -0.2 0.6
O 1.726010 -0.471653 0.778205 0.0 0.3 -0.5
H 0.588941 -1.010929 -1.884078 -0.1 -0.1 0.0
H -0.206252 0.272312 -0.994987 0.0 -0.2 0.2
H -0.976284 -1.299151 -1.029406 0.0 -0.2 -0.3
H 1.130269 -2.261696 0.039373 -0.5 -0.2 0.4
H -0.091633 -1.338289 1.098317 0.5 -0.4 -0.8
H 2.228623 -1.104468 1.292792 0.6 0.0 0.4

---

11
Properties=species:S:1:pos:R:3:forces:R:3 method="wB97M-V/def2-TZVPD" orbital_gap_ev=7.127 charge=-1 e_homo_ha=-0.1070 max_force_ev_per_a=2.6 relative_energy_kj_mol=62.1 e_lumo_ev=4.215
C 0.002910 -0.594437 -0.582732 1.4 -0.3 -0.3
C -0.001298 -1.202667 -1.804654 -0.5 -0.2 1.3
C -0.872252 -0.183041 1.508973 2.3 -1.2 -0.2
N -0.883579 -0.957908 0.479913 -1.3 0.9 -0.6
H 0.713448 0.252035 -0.307591 -1.1 -0.9 -1.0
H -0.544802 -2.139348 -2.004943 -0.2 0.6 0.4
H 0.504996 -0.847000 -2.696893 0.4 0.3 0.5
H -1.700969 -0.215167 2.227726 0.3 -0.2 -0.2
H 0.114236 0.322355 1.763282 -1.7 0.3 -0.2
S 1.334180 2.119944 0.639555 0.3 0.4 0.1
H 1.333129 3.445235 0.777362 0.1 0.3 0.1

---

38
Properties=species:S:1:pos:R:3:forces:R:3 method="wB97M-V/def2-TZVPD" orbital_gap_ev="6.552 / 6.255" charge=+2 s_squared=0.774 e_homo_ha="-0.5430 / -0.5533" spin_multiplicity=2 max_force_ev_per_a=0.6 relative_energy_kj_mol=62.3 e_lumo_ev="-8.223 / -8.801"
Ta -0.116265 -0.290869 -0.323724 0.0 0.4 -0.4
O 0.964631 3.838511 -0.311831 0.0 0.0 0.1
As 1.844527 2.546173 -1.016692 0.1 0.0 -0.1
O 2.703694 1.726307 0.359662 0.0 -0.1 0.1
O 0.524840 1.260207 -1.052692 -0.1 0.0 0.3
C 6.711119 0.750133 0.660701 0.1 0.1 0.0
C 7.831977 1.581183 0.103874 0.0 0.0 0.0
C 8.495376 2.054797 1.161264 0.0 0.0 0.0
C 7.873995 1.584873 2.415299 0.0 0.0 0.0
C 6.814697 0.815053 2.155635 0.0 0.0 0.1
C 5.852630 0.098613 -0.018752 -0.1 0.0 0.1
S -1.056819 -3.705733 0.397360 0.0 0.0 0.1
O -2.416078 -3.537705 0.037415 0.0 0.0 0.0
O 1.142100 -1.284488 -1.791432 0.0 0.1 0.3
O -0.213744 -2.513562 0.337749 -0.2 -0.1 0.1
H 0.498444 3.669326 0.522605 0.0 0.0 0.0
H 8.014171 1.714018 -0.948310 0.0 0.0 0.0
H 9.365536 2.691901 1.106696 0.0 0.0 0.0
H 8.226904 1.830487 3.405964 0.0 0.0 0.0
H 6.130326 0.315953 2.819918 0.1 0.0 0.0
F -1.686146 0.371809 0.366203 0.0 -0.3 0.1
As 2.516028 1.587681 2.081441 -0.2 0.1 -0.1
F 3.851373 0.494398 2.034150 0.0 -0.1 0.0
F 0.980093 -0.474366 1.217413 0.2 0.0 -0.2
F 1.961844 0.743628 3.432325 0.0 0.0 -0.1
F 3.317247 2.905924 2.717817 0.0 0.0 0.0
F 0.936621 2.295346 1.969918 0.0 0.0 0.0
Cl 4.793801 -0.702679 -0.856885 0.1 0.0 0.0
C 0.165761 -1.588818 -2.579694 -0.1 -0.1 0.1
C -1.105508 -1.256057 -2.021610 0.2 -0.2 -0.3
C -2.224033 -1.616028 -2.702720 -0.1 0.2 0.0
Cl -3.776788 -1.287246 -2.087485 0.0 0.0 0.0
C -2.099597 -2.261669 -3.985677 0.0 0.0 0.0
Cl -3.473791 -2.680699 -4.838633 0.0 0.0 0.0
C -0.814402 -2.539225 -4.545440 0.0 0.0 0.0
Cl -0.706065 -3.286782 -6.064415 0.0 0.0 0.0
C 0.327663 -2.207861 -3.853722 0.1 -0.1 -0.1
Cl 1.890637 -2.518806 -4.437046 0.0 0.0 0.0